Density functional theory data (ωB97M-V/def2-TZVPD) for C4H12N2O in the gas phase at a distorted geometry.

The energy is -9369.293 eV. As for the SMILES: NCC[C@@H](N)CO. For the energy above the lowest of the compared OMol25 structures with the same formula, charge and spin, the calculation gives 183.4 kJ/mol. Its highest occupied orbital energy is -9.3 eV. The value obtained for the gap between HOMO and LUMO is 10.07 eV.

XYZ file:
```
19
Properties=species:S:1:pos:R:3:forces:R:3:lowdin_charge:R:1
N -2.0042 -1.6111 -0.0253 1.18 0.48 -0.62 0.0014
C -1.8774 -0.2324 -0.5822 -1.70 0.56 0.03 -0.2967
C -0.7887 0.6468 0.0194 -1.35 -0.65 0.74 -0.1840
C 0.6352 0.1980 -0.3163 0.11 1.08 0.91 -0.3548
N 1.3289 1.3673 -0.8489 0.05 0.13 -0.28 0.0303
C 1.3097 -0.4475 0.9716 -0.51 0.02 -1.15 -0.2270
O 2.2827 0.3734 1.5476 0.13 0.01 0.67 -0.0565
H -2.3201 -2.1813 -0.8019 -0.38 -0.18 0.13 0.0584
H -1.0503 -1.9469 0.0828 0.07 -0.20 0.32 0.0446
H -1.8916 -0.2266 -1.6770 0.48 -0.06 -0.04 0.1063
H -2.8327 0.2457 -0.3116 0.18 0.05 -0.15 0.1023
H -1.0318 1.6986 -0.1496 0.41 -0.05 -0.92 0.1115
H -1.0616 0.6319 1.0877 0.81 -0.41 0.11 0.1154
H 0.6018 -0.5112 -1.1411 -0.05 -0.37 0.12 0.1262
H 1.1401 2.2106 -0.3255 0.01 -0.12 0.19 0.0721
H 2.3302 1.2749 -0.9286 0.09 -0.16 -0.07 0.0613
H 0.5468 -0.5487 1.7350 -0.05 -0.18 0.10 0.1046
H 1.6550 -1.4544 0.6962 0.34 0.13 0.23 0.1113
H 3.0280 0.5130 0.9678 0.17 -0.09 -0.32 0.0733
```
Forces are in eV/Å.

---

Density functional theory data (ωB97M-V/def2-TZVPD) for C4H12N2O in the gas phase at a distorted geometry.

The energy is -9369.496 eV. As for the SMILES: NCC[C@@H](N)CO. For the energy above the lowest of the compared OMol25 structures with the same formula, charge and spin, the calculation gives 163.8 kJ/mol. Its highest occupied orbital energy is -9.1 eV. The value obtained for the gap between HOMO and LUMO is 9.93 eV.

XYZ file:
```
19
Properties=species:S:1:pos:R:3:forces:R:3:lowdin_charge:R:1
N 1.1947 -1.8435 -1.3866 -0.18 0.31 0.38 0.0024
C 1.4943 -0.5727 -0.7116 1.82 0.69 -0.01 -0.3108
C 0.3950 0.4695 -0.5805 0.13 -0.08 0.18 -0.1745
C -0.6184 0.1785 0.5391 -1.34 -0.59 -1.15 -0.3996
N -0.0814 -0.2529 1.8134 0.83 0.62 0.46 0.0367
C -1.6787 1.3048 0.7158 1.06 -0.74 1.16 -0.2510
O -2.8166 1.1025 -0.0799 -0.07 0.53 -1.23 -0.0642
H 1.8485 -1.9504 -2.1493 -0.13 -0.20 -0.06 0.0570
H 1.3675 -2.6052 -0.7392 -0.14 -0.01 -0.24 0.0603
H 1.9887 -0.7436 0.2504 -0.48 -0.18 0.25 0.0944
H 2.3425 -0.0811 -1.2253 -0.45 -0.10 -0.26 0.1085
H 0.8303 1.4552 -0.3947 0.37 -0.02 0.16 0.1087
H -0.0395 0.5715 -1.5809 -0.52 -0.10 0.23 0.1147
H -1.2526 -0.6176 0.1411 0.10 -0.38 0.29 0.1376
H 0.0385 -1.2490 1.9689 -0.11 0.28 -0.46 0.0762
H 0.8058 0.2131 2.0159 -0.37 -0.27 0.06 0.0781
H -1.1741 2.2841 0.7010 -0.46 0.15 -0.64 0.1165
H -2.0306 1.1898 1.7394 -0.10 0.03 0.02 0.1094
H -2.6138 1.1471 -1.0368 0.04 0.06 0.86 0.0996
```
Forces are in eV/Å.

---

Density functional theory data (ωB97M-V/def2-TZVPD) for C4H12N2O in the gas phase at a distorted geometry.

The energy is -9368.138 eV. As for the SMILES: NCCCNCO. For the energy above the lowest of the compared OMol25 structures with the same formula, charge and spin, the calculation gives 294.9 kJ/mol. Its highest occupied orbital energy is -8.6 eV. The value obtained for the gap between HOMO and LUMO is 9.60 eV.

XYZ file:
```
19
Properties=species:S:1:pos:R:3:forces:R:3:lowdin_charge:R:1
N -1.8855 -0.9397 -0.6531 -1.84 -2.93 0.18 -0.0700
C -1.1466 -0.5071 -1.8353 0.70 2.25 1.32 -0.2932
C -0.2360 0.6768 -1.3376 -0.49 0.86 -0.50 -0.2185
C 0.9335 0.2373 -0.4609 -1.88 -0.56 0.35 -0.2618
N 0.4248 0.0438 0.8866 -1.06 -1.28 1.36 -0.1059
C 1.3377 0.5017 1.8849 2.11 -1.07 0.39 -0.3490
O 0.9399 0.1586 3.2066 -1.08 -0.46 -0.16 -0.0758
H -2.4722 -1.7357 -0.9396 0.27 0.68 0.71 0.0596
H -2.0845 -0.6947 0.3511 1.25 0.55 -2.27 0.0952
H -1.8953 -0.0263 -2.5534 1.19 -1.12 0.32 0.1111
H -0.4593 -1.3544 -2.2743 -1.54 1.56 0.59 0.1341
H -0.8638 1.4866 -0.7056 1.30 -1.92 -1.59 0.1547
H 0.2312 1.1885 -2.2047 -0.58 -0.14 0.19 0.0953
H 1.3474 -0.7420 -0.7173 0.49 0.47 -0.88 0.1220
H 1.6205 1.0531 -0.4731 0.99 0.25 0.09 0.1010
H 0.2643 -1.0046 1.0319 0.34 2.09 -0.09 0.1444
H 2.3548 0.0393 1.6220 -0.81 -0.05 1.13 0.1306
H 1.6421 1.5507 1.8829 -1.05 0.45 -0.53 0.1147
H -0.0530 0.0680 3.2888 1.69 0.39 -0.61 0.1115
```
Forces are in eV/Å.

---

Density functional theory data (ωB97M-V/def2-TZVPD) for a 2-piece molecular cluster, C4H12N2O overall at a distorted geometry.

The energy is -9368.440 eV. As for the SMILES: CC/C(N)=C/N.O. For the energy above the lowest of the compared OMol25 structures with the same formula, charge and spin, the calculation gives 265.7 kJ/mol. Its highest occupied orbital energy is -7.4 eV. The value obtained for the gap between HOMO and LUMO is 8.22 eV.

XYZ file:
```
19
Properties=species:S:1:pos:R:3:forces:R:3:lowdin_charge:R:1
C 2.1464 0.8376 -1.3011 -1.13 -0.62 0.94 -0.0754
C 1.7491 0.5113 0.2646 2.18 3.86 -0.50 -0.2032
C 0.3667 0.3419 0.7011 -2.72 2.33 -2.34 -0.3936
N -0.6550 1.2725 0.2581 0.50 1.09 0.06 0.0570
C -0.1279 -0.8178 1.0708 -1.70 -1.44 2.05 -0.2089
N -1.5153 -1.0967 1.2902 -1.92 -1.68 -1.30 -0.0084
H 3.2174 1.1888 -1.3785 -1.13 -0.88 0.12 0.0681
H 1.5373 1.7078 -1.5711 0.07 -0.20 -0.34 0.0355
H 1.8700 -0.0557 -2.0131 0.74 1.74 1.45 0.0991
H 2.3980 1.2098 0.9553 -1.28 -1.03 -1.31 0.1391
H 2.0320 -0.4352 0.4295 2.23 -3.37 0.67 0.0386
H -1.5117 1.2161 0.8257 0.71 0.05 -0.25 0.0772
H -0.3359 2.2571 0.2318 -0.21 -0.99 0.03 0.0932
H 0.4376 -1.3927 1.7717 0.92 -1.06 -0.49 0.1107
H -1.7317 -2.1556 1.2584 1.01 2.27 0.41 0.1122
H -2.2163 -0.7783 0.5506 1.88 -0.09 1.07 0.0763
O -1.5429 -1.0286 -1.5538 -0.30 1.24 -1.91 -0.0979
H -1.9835 -0.7727 -2.4029 0.18 -0.80 0.93 0.0642
H -0.9850 -0.2278 -1.4777 -0.03 -0.41 0.72 0.0161
```
Forces are in eV/Å.

---

Density functional theory data (ωB97M-V/def2-TZVPD) for a 2-piece molecular cluster, C4H12N2O overall at a distorted geometry.

The energy is -9369.345 eV. As for the SMILES: CCC/N=C\N.O. For the energy above the lowest of the compared OMol25 structures with the same formula, charge and spin, the calculation gives 178.4 kJ/mol. Its highest occupied orbital energy is -9.3 eV. The value obtained for the gap between HOMO and LUMO is 10.16 eV.

XYZ file:
```
19
Properties=species:S:1:pos:R:3:forces:R:3:lowdin_charge:R:1
C 1.7455 -0.9293 -1.3578 -0.58 -0.12 -1.87 -0.1100
C 0.2984 -0.4934 -1.6885 0.04 -2.22 0.39 -0.2539
C -0.5441 0.0938 -0.5367 2.01 1.30 -1.16 -0.3057
N -0.7110 -0.8799 0.4803 -0.78 -1.15 0.40 0.0126
C -0.2566 -0.7499 1.6614 0.90 0.10 -1.23 -0.2898
N 0.2619 0.3896 2.2294 -0.06 0.40 0.07 0.0844
H 2.0054 -1.6968 -2.1040 -0.17 -0.07 0.20 0.0664
H 2.4630 -0.1614 -1.6515 0.19 0.25 1.18 0.0649
H 1.7868 -1.4516 -0.4121 0.47 0.50 0.48 0.0603
H 0.2793 0.0964 -2.6039 -0.18 0.21 0.16 0.1025
H -0.1827 -1.4657 -1.8763 -0.27 0.35 -0.45 0.1000
H -1.4320 0.4406 -1.0784 -0.26 0.09 0.88 0.1124
H 0.1265 0.9228 -0.2261 -0.90 0.40 0.14 0.1043
H -0.0651 -1.6459 2.2450 -0.58 -0.08 0.24 0.1151
H 1.1937 0.2582 2.5861 0.03 0.19 0.37 0.0879
H 0.1457 1.2337 1.6806 0.16 -0.11 0.18 0.0677
O -2.4435 2.1664 1.2239 0.04 0.21 0.36 -0.0520
H -2.4555 2.6223 0.3800 0.02 -0.14 -0.15 0.0349
H -2.2157 1.2502 1.0486 -0.08 -0.11 -0.19 -0.0019
```
Forces are in eV/Å.

---

Density functional theory data (ωB97M-V/def2-TZVPD) for C4H12N2O in the gas phase at a distorted geometry.

The energy is -9369.454 eV. As for the SMILES: NC[C@H](N)CCO. For the energy above the lowest of the compared OMol25 structures with the same formula, charge and spin, the calculation gives 167.9 kJ/mol. Its highest occupied orbital energy is -9.6 eV. The value obtained for the gap between HOMO and LUMO is 10.40 eV.

XYZ file:
```
19
Properties=species:S:1:pos:R:3:forces:R:3:lowdin_charge:R:1
N 0.4488 -2.2795 -1.7065 0.83 -0.14 -0.13 -0.0095
C 1.1342 -1.1393 -1.0445 0.09 0.87 -0.75 -0.2504
C 0.1923 -0.4129 -0.0704 -0.56 0.08 1.03 -0.4001
N -1.0149 0.0667 -0.8116 0.43 -1.75 -0.73 0.0263
C 0.7012 0.8610 0.6021 0.57 -0.07 -0.07 -0.1905
C -0.0812 1.2592 1.8328 -1.04 0.19 1.45 -0.2558
O -1.3847 1.8462 1.4860 1.70 -0.18 -0.18 -0.1087
H 0.7249 -2.2025 -2.6753 -0.40 -0.10 -0.34 0.0560
H 0.8830 -3.1762 -1.4551 -0.35 0.53 0.35 0.0727
H 2.0775 -1.4430 -0.6060 0.15 -0.01 0.45 0.1022
H 1.4277 -0.3945 -1.8598 -0.38 -0.72 0.98 0.1324
H -0.0779 -1.0890 0.8032 -0.02 0.39 -1.29 0.1562
H -0.5772 0.2317 -1.7348 -0.73 0.64 0.37 0.0826
H -1.5415 -0.7855 -1.0399 -0.14 0.33 0.20 0.0778
H 0.5446 1.7222 -0.0722 0.66 -0.34 -0.03 0.1292
H 1.7486 0.7304 0.8863 0.11 0.26 -0.13 0.1140
H -0.4243 0.4313 2.4726 0.90 -0.36 -0.15 0.1072
H 0.5779 1.8934 2.5005 -1.18 -0.07 -0.88 0.1259
H -1.5617 1.2944 0.7020 -0.64 0.45 -0.14 0.0325
```
Forces are in eV/Å.